# 1
6
Properties=species:S:1:pos:R:3:nbo_charge:R:1 method="wB97M-V/def2-TZVPD" orbital_gap_ev=7.5 e_tot_ha=-1003.4909 e_homo_ev=-3.75 total_charge=-1 relative_energy_kcal_mol=8.87 molar_mass_g_mol=123.0
C -1.1326 -0.2840 -0.0783 0.53
O -1.6808 -1.3494 -0.2178 -0.64
O 0.2752 -0.2314 0.1463 -0.89
O 2.6853 0.1458 0.4531 -1.07
P 1.5966 0.4902 -0.4217 1.54
S -1.7437 1.2289 0.1185 -0.48

# 2
94
Properties=species:S:1:pos:R:3:mulliken_charge:R:1 method="wB97M-V/def2-TZVPD" orbital_gap_ev="5.6 / 5.5" e_tot_ha=-3248.5212 e_homo_ev="-13.28 / -13.28" total_charge=+2 spin_multiplicity=2 relative_energy_kcal_mol=137.57 molar_mass_g_mol=883.0
Ru -0.3218 1.0106 0.8660 0.22
C -0.6141 3.3789 4.9699 -0.48
C -0.5106 1.9402 4.6554 0.25
N -0.1432 2.6116 1.9129 -0.60
C -1.1921 3.3908 1.8685 0.89
C -1.6657 4.1548 2.9858 -0.57
N -1.1784 4.2036 4.1864 -0.20
C -2.0593 3.2953 0.6776 -0.15
C -2.9811 4.1808 0.1507 -0.40
C -3.5338 3.9208 -1.1058 0.98
C -3.0428 2.8180 -1.8227 -0.60
C -2.0747 2.0134 -1.2634 -0.46
N -1.6977 2.1956 0.0120 0.01
C -1.1350 1.1317 -1.9766 0.74
C -1.1543 0.8636 -3.3315 -0.33
N -0.0956 0.3616 -3.9612 -0.52
C 0.9981 0.1600 -3.2428 -0.67
C 1.0179 0.3244 -1.8594 -0.60
N -0.0698 0.7567 -1.2296 0.33
C -4.5271 4.8438 -1.7034 0.73
C -4.7151 4.9177 -3.0805 -0.57
C -5.6323 5.8274 -3.5845 -0.43
N -6.3457 6.6508 -2.8238 -0.55
C -6.1721 6.5713 -1.5091 -0.43
C -5.2915 5.6880 -0.9039 -0.59
H -0.1053 3.7807 5.8433 0.44
H 0.5188 1.7768 4.3362 0.40
H -2.5881 4.7134 2.8440 0.45
H -3.2128 5.1016 0.6663 0.59
H -3.3897 2.6184 -2.8252 0.41
H -2.0363 1.0628 -3.9277 0.35
H 1.8925 -0.1557 -3.7644 0.52
H 1.8695 0.0441 -1.2571 0.76
H -4.1456 4.3138 -3.7723 0.32
H -5.7964 5.8995 -4.6529 0.39
H -6.7672 7.2469 -0.9063 0.38
H -5.2363 5.6607 0.1757 0.43
C 7.0052 -1.2486 4.5123 -1.49
C 5.6908 -1.3475 3.7930 0.98
C 5.2165 -0.2884 3.0178 -1.01
C 4.0055 -0.3768 2.3559 -0.76
C 3.2494 -1.5354 2.4825 0.03
C 3.6935 -2.6026 3.2524 -0.21
C 4.9132 -2.4982 3.9003 -0.94
S 1.7624 -1.7175 1.5710 1.81
O 1.0427 -2.8290 2.0977 -0.74
O 2.0538 -1.5896 0.1715 -0.53
N 0.9161 -0.3116 1.9220 -0.09
C 0.1405 -0.2856 3.0244 1.24
C 0.3964 -0.9043 4.3218 -0.83
C -0.2985 -0.4875 5.3828 -0.79
C -1.1362 0.7266 5.2979 -0.54
C -1.5041 1.1504 3.8767 -0.97
N -0.9472 0.4296 2.7781 -0.01
H 7.6008 -0.4158 4.1445 0.36
H 7.5814 -2.1661 4.3980 0.39
H 6.8429 -1.1006 5.5814 0.31
H 5.8106 0.6120 2.9278 0.36
H 3.6516 0.4443 1.7451 0.43
H 3.0928 -3.4993 3.3293 0.58
H 5.2702 -3.3275 4.4982 0.42
H 1.0910 -1.7286 4.3731 0.46
H -0.2405 -1.0115 6.3276 0.49
H -1.8791 0.8833 6.0676 0.58
H -2.4977 1.5468 3.7076 0.70
C -1.1018 -2.7269 -5.1563 -0.78
C -2.5628 -2.7398 -4.7225 -0.21
C -2.7912 -3.2766 -3.3124 -1.07
N -2.4334 -2.3454 -2.2314 0.11
C -1.3580 -2.4033 -1.4345 0.11
S -1.4571 -1.6460 0.0913 -0.32
N -0.2937 -3.0746 -1.9298 0.38
C 0.7062 -3.7907 -1.1678 -0.18
O 0.3986 -4.3542 -0.1627 -0.50
C 2.0594 -3.8110 -1.7772 0.54
C 2.3627 -3.1749 -2.9777 0.33
C 3.6745 -3.1228 -3.4239 -1.02
C 4.6856 -3.6967 -2.6663 -0.43
C 4.3810 -4.3618 -1.4851 -0.76
C 3.0714 -4.4262 -1.0457 -0.69
H -1.0113 -2.4476 -6.2051 0.42
H -0.6483 -3.7178 -5.0521 0.36
H -0.5199 -1.9966 -4.5926 -0.12
H -3.1381 -3.3660 -5.4063 0.39
H -2.9812 -1.7321 -4.7886 0.20
H -2.2481 -4.2113 -3.1562 0.37
H -3.8490 -3.5011 -3.1781 0.47
H -3.1782 -1.7870 -1.8431 0.35
H -0.3438 -3.3333 -2.9053 0.14
H 1.5859 -2.7170 -3.5769 0.41
H 3.9092 -2.6385 -4.3627 0.45
H 5.7122 -3.6310 -3.0009 0.44
H 5.1670 -4.8306 -0.9090 0.45
H 2.8128 -4.9344 -0.1261 0.52

# 3
19
Properties=species:S:1:pos:R:3:nbo_charge:R:1 method="wB97M-V/def2-TZVPD" orbital_gap_ev=8.6 e_tot_ha=-633.8324 e_homo_ev=-8.51 relative_energy_kcal_mol=95.53 molar_mass_g_mol=116.2
C -0.2829 0.0066 -1.3622 -0.40
C -0.8042 -0.6971 -0.3778 -0.15
C -3.1910 -0.9911 0.4898 -0.60
C 3.2500 1.0580 0.8912 -0.79
C -1.9511 -0.1574 0.5246 -0.44
C 2.2563 -0.0155 0.6652 -0.16
S 2.9897 -1.4228 0.1460 0.18
H 0.5719 -0.3232 -1.9887 0.19
H -0.5616 1.0404 -1.5601 0.18
H -3.5590 -1.0882 1.5382 0.21
H -4.0155 -0.5333 -0.1607 0.21
H -3.0054 -1.9660 0.1741 0.21
H 4.3568 0.8956 1.0454 0.20
H 2.8964 1.8061 1.5994 0.24
H 3.3892 1.7232 0.0584 0.27
H -2.1061 0.8416 0.4091 0.21
H -1.5605 -0.1228 1.5942 0.20
H -0.4629 -1.7143 -0.2524 0.19
H 4.3594 -1.0279 0.1576 0.06

# 4
9
Properties=species:S:1:pos:R:3:nbo_charge:R:1 method="wB97M-V/def2-TZVPD" orbital_gap_ev=12.1 e_tot_ha=-423.3877 e_homo_ev=-11.45 relative_energy_kcal_mol=19.37 molar_mass_g_mol=71.2
C -1.8004 0.1760 -0.0849 0.29
C -0.3090 0.7818 0.0828 -0.87
N -2.8308 -0.2531 -0.1524 -0.35
Si 1.0486 -0.6051 -0.0597 0.85
H -0.1519 1.2085 0.9844 0.24
H -0.0487 1.5567 -0.7474 0.27
H 2.2209 0.1578 -0.3406 -0.16
H 0.4619 -1.8056 -0.9411 -0.12
H 1.4094 -1.2171 1.2589 -0.16

# 5
40
Properties=species:S:1:pos:R:3:nbo_charge:R:1 method="wB97M-V/def2-TZVPD" orbital_gap_ev=4.4 e_tot_ha=-814.4655 e_homo_ev=-6.94 relative_energy_kcal_mol=111.62 molar_mass_g_mol=265.2
C -0.3054 -5.7326 -2.4954 -0.26
O -1.4243 -4.9003 -2.3327 -0.47
C -1.1707 -3.6491 -1.7673 0.37
C 0.0821 -3.1492 -1.3732 -0.27
C 0.2084 -1.8924 -0.8382 -0.12
C -0.9154 -1.0473 -0.6595 -0.18
C -0.8639 0.2683 -0.1256 0.14
C 0.2507 1.1374 -0.0691 -0.21
C 0.2806 2.4561 0.5334 0.02
C -0.6665 3.1897 1.2565 -0.18
C -0.3386 4.4465 1.7076 -0.20
C 0.9207 4.9962 1.4490 -0.19
C 1.8637 4.3003 0.7306 -0.23
C 1.5436 3.0194 0.2672 0.11
N 2.2665 2.0848 -0.4897 -0.29
C 3.6170 2.2736 -1.0085 -0.41
C 1.4922 0.9745 -0.6877 0.13
C -2.1716 -1.5746 -1.0334 -0.08
C -2.2870 -2.8216 -1.5786 -0.26
H -0.6418 -6.6658 -2.9469 0.21
H 0.4175 -5.2608 -3.1595 0.18
H 0.1395 -5.9513 -1.5256 0.18
H 0.9578 -3.7641 -1.4804 0.22
H 1.1711 -1.5701 -0.4863 0.21
H -1.7971 0.6851 0.2154 0.24
H -1.6346 2.7604 1.4422 0.24
H -1.0623 5.0147 2.2696 0.23
H 1.1529 5.9794 1.8228 0.22
H 2.8296 4.7295 0.5313 0.22
H 4.0059 3.2428 -0.7147 0.23
H 4.2783 1.5063 -0.6148 0.22
H 3.6200 2.2200 -2.0944 0.22
H 1.7790 0.1523 -1.3136 0.23
H -3.0510 -0.9673 -0.9102 0.23
H -3.2446 -3.2048 -1.8839 0.24
H -2.0461 -0.3627 2.7541 -0.10
B -2.2604 -0.6570 3.8722 -0.73
H -1.4181 -0.2138 4.5631 -0.05
H -3.3035 -0.2239 4.2001 -0.04
H -2.2742 -1.8286 3.9738 -0.04

# 6
5
Properties=species:S:1:pos:R:3:nbo_charge:R:1 method="wB97M-V/def2-TZVPD" orbital_gap_ev=11.4 e_tot_ha=-94.6201 e_homo_ev=-10.09 relative_energy_kcal_mol=1.91 molar_mass_g_mol=29.0
C -0.1848 -0.2837 0.2373 -0.05
N 0.4443 0.7890 -0.0071 -0.59
H -0.5992 -0.3313 1.2326 0.16
H -0.3348 -1.0962 -0.4719 0.15
H 0.6746 0.9223 -0.9910 0.33